# 1
Here is a cluster of 11 separate species, C46H66N11O2 in total from the OMol25 dataset. Energies are from ωB97M-V/def2-TZVPD.

XYZ file:
```
125
Properties=species:S:1:pos:R:3
O 20.5480 36.6740 21.9820
O 16.2480 39.1080 19.0180
N 11.5010 40.5110 15.4260
N 14.1730 37.1790 24.0080
N 22.6460 39.1460 16.7780
N 17.2120 34.9240 18.1910
N 17.0580 34.5030 14.8920
N 18.9150 42.5930 23.5010
N 20.1270 39.0630 19.3600
N 25.6370 37.4000 22.8380
N 22.4640 31.1850 21.5540
N 16.0860 43.7510 18.9570
N 20.5010 42.0020 20.7890
C 21.8640 32.4770 23.1610
C 15.7340 36.4600 22.5140
C 15.0650 37.5360 22.9790
C 25.0950 38.6400 22.7100
C 17.6490 34.4270 20.3570
C 17.5770 42.3260 23.1030
C 21.7860 41.5740 20.9470
C 11.5950 39.3580 16.1570
C 21.9080 37.8810 16.9240
C 16.6300 34.7610 19.4840
C 20.4300 36.5440 23.4890
C 17.3430 41.0000 23.5240
C 23.9530 38.4790 21.9670
C 11.3490 40.2140 14.0420
C 15.9770 42.5200 19.5270
C 11.6490 38.2440 15.3420
C 14.1320 35.7600 23.9390
C 15.4030 44.7240 19.8000
C 20.6450 38.1170 16.4100
C 19.4600 41.4980 23.8610
C 16.6760 35.7990 14.7380
C 15.1720 42.5510 20.6210
C 18.5180 40.5520 24.1510
C 17.5800 38.4960 19.0210
C 16.0990 33.7190 15.7180
C 14.7180 43.9880 20.5940
C 22.2010 31.2220 22.8750
C 20.5760 39.5430 16.1930
C 23.7050 36.9230 21.8250
C 15.0050 34.6530 15.8200
C 15.4450 35.9820 15.4590
C 11.3830 38.8710 13.9090
C 24.8460 36.4330 22.4010
C 18.5590 34.6830 18.2670
C 21.8060 40.1180 16.4130
C 18.8710 34.2460 19.5610
C 22.1780 32.3670 20.9180
C 18.6880 39.5620 19.3380
C 15.0770 35.1730 23.0430
C 20.4170 37.7180 20.0370
C 20.2270 42.5260 19.6140
C 15.1960 38.2820 18.7760
C 21.9210 33.3200 21.9330
C 21.2640 42.3440 18.8070
C 22.2860 41.5850 19.8070
C 20.1860 37.8450 21.5000
H 22.1540 32.5110 19.7880
H 18.0230 34.1480 14.3230
H 25.5230 39.5060 22.6300
H 23.5760 39.0390 17.0100
H 19.8060 41.7930 21.5630
H 20.7600 39.8150 19.6430
H 19.8800 37.3780 16.1310
H 19.4160 43.3320 19.2460
H 22.3290 37.0190 17.3730
H 22.1560 41.1450 16.0320
H 18.4620 40.2730 20.2050
H 11.6010 41.5440 15.7900
H 13.4320 35.1690 24.4690
H 14.0260 44.4480 21.2620
H 11.7770 39.4500 17.2510
H 26.3920 37.3000 23.3340
H 22.8920 36.4730 21.3880
H 19.4210 43.4890 23.6020
H 11.3510 38.1680 12.9850
H 16.2840 40.5960 23.6040
H 20.5930 41.5110 24.1350
H 15.3880 37.4880 17.9790
H 15.5320 45.7480 19.7220
H 21.7300 34.3240 21.9740
H 21.4580 42.7770 17.9400
H 14.8820 37.8130 19.5480
H 22.2900 30.2740 23.5340
H 15.6350 34.8030 19.6450
H 21.4990 37.6240 19.7770
H 17.3150 36.5000 14.2600
H 19.6360 39.9820 15.6900
H 21.0200 37.1140 24.2690
H 19.9800 36.8710 19.5860
H 23.4630 39.1840 21.4400
H 18.7260 39.6370 24.8360
H 18.9900 34.8110 17.3680
H 18.8020 40.2190 18.5830
H 20.7080 35.4120 23.6160
H 20.3030 38.9680 18.3670
H 17.6360 34.1740 21.3840
H 16.6940 35.1290 17.4650
H 11.1810 41.2720 13.3620
H 17.7980 38.1050 17.9770
H 16.9100 43.1190 22.9560
H 19.4770 36.9350 23.8860
H 16.4170 36.3520 21.6490
H 21.5030 32.7050 24.3160
H 22.2630 41.0890 21.8090
H 14.2030 34.2780 16.3790
H 16.5310 44.0680 17.9880
H 14.9090 36.9240 15.2420
H 23.3920 41.2630 19.5910
H 19.2560 38.0360 21.8390
H 20.7520 38.6200 21.7910
H 14.7970 41.5730 20.9480
H 14.9630 38.6180 22.8890
H 22.7140 30.4830 20.9100
H 25.0430 35.4230 22.8050
H 13.4910 37.7280 24.5900
H 19.8060 33.9450 19.7760
H 16.1850 32.5510 15.8660
H 17.4470 37.7200 19.6520
H 11.7380 37.1950 15.5930
H 14.3820 38.5920 18.4650
H 16.3640 41.6980 18.9100
H 15.3910 34.1070 22.7590
```

LUMO   -1.5452 eV
ΔE to the lowest compared entry with this formula, charge and spin   61.31 kcal per mole
Highest occupied orbital energy   -0.367 hartree
Largest force on an atom   11.53 eV Å⁻¹
Total charge   +1

=====

# 2
Here is the molecule C6H10N4O from the OMol25 dataset. Energies are from ωB97M-V/def2-TZVPD.

XYZ file:
```
21
Properties=species:S:1:pos:R:3
O -2.3351 0.4702 -1.4961
N -0.3012 0.1219 -0.6392
N 1.0996 -1.6209 0.9704
N 0.8780 0.5052 -0.1091
N -0.1424 -1.4944 1.6376
C -1.0842 2.4840 -1.0618
C -2.1154 -2.2768 0.2908
C -1.1825 0.9677 -0.9946
C -1.2524 -1.9687 1.0662
C 1.7271 -0.4832 0.4426
C 3.0346 -0.2251 0.4767
H -0.0813 -1.1098 2.4929
H -2.9925 -2.6843 -0.0585
H -1.0164 3.2083 -0.2443
H -2.1801 -0.5058 -1.3877
H 3.2169 0.5704 -0.2206
H -1.9446 2.7136 -1.7322
H -0.1213 2.6787 -1.5967
H 1.7023 -2.1614 1.6060
H 3.8217 -0.6702 1.0164
H 1.2693 1.4808 -0.4589
```

SMILES   C#CNNC(=C)N/N=C(\C)O
LUMO   0.7842 eV
ΔE to the lowest compared entry with this formula, charge and spin   122.59 kcal per mole
Highest occupied orbital energy   -0.277 hartree
Largest force on an atom   3.78 eV Å⁻¹

=====

# 3
Here is a structure of composition C5H6BiCl2O3STi from the OMol25 dataset. Energies are from ωB97M-V/def2-TZVPD.

XYZ file:
```
19
Properties=species:S:1:pos:R:3
Bi 0.6717 -3.8484 -2.3025
Ti 0.7988 0.8903 0.7149
Cl 0.2809 -0.4087 -0.9795
Cl 0.3772 -4.1639 0.1059
S -0.6029 2.5085 1.3617
O 3.1113 2.4918 -0.5188
O 1.9094 -5.3649 -5.8128
O 0.9771 -7.2565 -2.3260
C -1.1005 1.9978 3.0409
C -1.6775 3.9674 1.0865
C 1.6401 -4.8721 -4.8229
C 2.2339 1.8184 -0.0666
C 0.5364 -6.2148 -2.5463
H -1.4635 4.7058 1.8681
H -1.3922 4.3918 0.1175
H -0.9148 2.8334 3.7309
H -2.1655 1.7195 2.9825
H -0.4790 1.1244 3.2837
H -2.7409 3.6802 1.0828
```

LUMO (alpha / beta)   -17.5280 / -17.5273 eV
ΔE to the lowest compared entry with this formula, charge and spin   20.14 kcal per mole
Highest occupied orbital energy (alpha / beta)   -0.869 / -0.876 hartree
Largest force on an atom   13.95 eV Å⁻¹
Total charge   +4
Multiplicity   2
<S²>   0.761

=====

# 4
Here is a structure of composition C14H21BrClMgN2O5PS3 from the OMol25 dataset. Energies are from ωB97M-V/def2-TZVPD.

XYZ file:
```
49
Properties=species:S:1:pos:R:3
Br 3.4287 4.3364 0.2669
Cl 0.9852 2.1090 1.5664
S 2.4490 -5.7766 3.4300
S 2.2211 -4.4574 0.7408
S -0.9410 0.2842 -0.6736
P 2.0202 4.0997 -1.4826
Mg 0.1911 6.1568 -0.9275
O -2.1184 0.0956 -1.6232
O -2.1979 5.7892 -0.6989
O -1.1101 -0.7956 0.3830
O -1.1765 1.7574 0.0870
O 3.0556 3.7274 -2.8061
N 0.1113 -6.0288 2.0884
N -1.6685 -7.5493 2.8199
C -2.0580 4.3832 -0.2079
C 1.2913 -1.3305 -1.6433
C -0.0320 2.6295 0.0896
C 1.4631 -5.4590 2.0891
C -2.2064 -6.7420 1.7262
C -3.3348 4.1371 0.7798
C 1.0192 -3.1246 0.2557
C -0.3321 -7.0789 2.9905
C -1.0608 -5.7759 1.2650
C -0.6472 4.0896 0.5283
C 0.5785 0.1143 -1.6987
C 1.8234 -1.7690 -0.1892
C 0.8270 2.6553 -1.2760
C 1.6933 1.2898 -1.4666
H -3.0246 3.8113 1.8307
H 2.9445 -2.0404 -0.2791
H 0.6204 -2.0961 -2.1641
H 2.3232 1.2896 -2.4236
H -2.9028 5.7407 -1.3909
H 0.1292 4.9420 0.4798
H -3.2737 -6.8140 1.2996
H 0.3067 -2.8334 1.1186
H 1.6286 -0.9777 0.6102
H 2.4000 1.0651 -0.5998
H -3.9645 5.0956 0.9154
H -1.1362 -5.0149 0.4258
H -0.8952 3.9579 1.6528
H 0.2500 0.2571 -2.8020
H -2.2053 3.7362 -1.1589
H 0.2454 -7.6189 3.8056
H 2.2330 -1.2360 -2.3156
H -4.0538 3.3379 0.3602
H 3.6345 4.4973 -3.0179
H 0.3744 -3.5468 -0.5966
H 0.0919 2.6806 -2.1633
```

LUMO   -10.1097 eV
Highest occupied orbital energy   -0.412 hartree
Largest force on an atom   10.00 eV Å⁻¹
Total charge   +2